No. 1
The following is a quantum chemistry calculation of a 5-piece molecular cluster, C32H50ClO13PS4 overall, from the Open Molecules 2025 dataset.

The geometry in XYZ format:
```
101
Properties=species:S:1:pos:R:3:forces:R:3
C 4.799 4.260 0.312 -4.685 -4.130 -2.220
C 3.915 3.387 -0.155 2.093 4.470 2.807
C 2.494 2.621 -0.301 0.649 -1.328 1.696
C 2.212 1.493 0.541 -0.047 2.411 -1.152
C 3.264 0.912 1.610 -0.800 -0.938 0.075
C 4.100 -0.322 0.935 0.114 0.141 -0.922
C 3.873 -0.484 -0.652 -0.016 -0.419 0.013
Cl 3.501 -1.913 1.729 0.722 1.018 -0.414
C 0.749 0.799 0.378 0.729 -2.741 1.005
O 0.669 -0.451 0.634 -0.269 5.379 -1.116
C -0.505 1.736 -0.044 1.009 2.461 -1.598
C -1.996 1.456 0.485 -0.145 -0.322 -0.093
C -2.707 0.146 -0.179 -0.661 0.280 1.179
C -2.522 -1.106 0.842 0.232 -0.504 -0.439
C -2.233 -2.435 -0.059 0.713 0.684 1.747
O -3.525 -2.830 -0.657 2.065 0.672 -3.606
C -3.262 -2.760 -2.092 -3.233 2.008 -2.063
O -4.006 -2.123 -2.910 3.457 -3.173 4.291
C -0.174 2.865 -0.904 0.111 -2.957 2.042
P -1.462 4.140 -1.500 2.608 2.710 -3.658
O -0.924 5.073 -2.634 -1.347 -2.506 2.979
C 1.364 3.079 -1.364 1.631 1.804 -3.036
O 1.708 3.603 -2.486 -1.889 -2.645 5.596
H 5.521 5.071 0.746 -1.557 -2.304 -1.277
H 2.690 0.435 2.507 0.831 0.978 -1.760
H 3.945 1.721 2.081 -1.125 -1.158 -1.333
H 5.246 -0.237 1.136 -2.229 -0.183 -0.144
H 4.229 0.486 -1.161 -0.947 -1.622 0.852
H 2.777 -0.771 -0.935 1.886 0.803 0.814
H 4.530 -1.333 -1.101 -1.240 1.553 1.209
H -1.996 1.260 1.636 0.220 0.555 -2.065
H -2.718 2.356 0.299 1.727 -1.341 0.255
H -2.345 -0.080 -1.252 -0.467 0.418 1.818
H -3.847 0.394 -0.217 2.092 -0.485 -0.188
H -1.658 -0.912 1.603 -1.372 -0.504 -1.701
H -3.474 -1.252 1.497 1.607 0.177 -1.329
H -1.454 -2.141 -0.867 -1.277 -0.583 1.392
H -1.820 -3.319 0.557 -0.711 1.429 -0.924
H -2.330 -3.335 -2.474 -1.381 0.875 0.936
H -2.624 3.466 -2.021 0.446 -0.025 1.055
H -1.737 4.998 -0.376 -0.317 -1.108 -0.122
O 5.971 -0.045 -2.153 0.945 -0.084 -0.781
S 7.233 -0.657 -2.509 0.313 0.048 -0.477
O 7.459 -1.263 -3.802 -0.413 0.192 0.282
C 8.539 0.512 -2.183 0.340 0.365 0.173
C 8.921 0.255 -0.732 -0.008 0.064 0.180
C 8.951 -1.266 -0.573 0.246 -0.060 0.121
C 7.683 -1.820 -1.226 0.109 -0.443 0.431
H 8.184 1.527 -2.361 -0.104 -0.154 -0.112
H 9.370 0.281 -2.855 -0.145 -0.016 0.003
H 9.884 0.708 -0.484 -0.121 -0.022 -0.021
H 8.164 0.682 -0.064 0.073 0.022 -0.079
H 9.833 -1.668 -1.082 -0.098 0.047 0.044
H 9.014 -1.561 0.477 -0.012 0.001 -0.133
H 7.856 -2.801 -1.671 -0.205 0.155 -0.060
H 6.857 -1.875 -0.513 0.001 0.037 -0.145
O -7.599 -7.269 -2.818 0.265 -0.131 -0.163
S -6.625 -6.904 -3.822 0.110 -0.242 -0.249
O -5.745 -7.875 -4.434 -0.337 0.008 0.377
C -7.455 -5.989 -5.109 -0.308 0.298 -0.323
C -7.391 -4.541 -4.642 -0.076 0.099 0.072
C -5.974 -4.341 -4.102 0.007 0.289 -0.113
C -5.653 -5.536 -3.203 0.367 0.477 0.237
H -8.475 -6.357 -5.229 0.147 -0.156 0.076
H -6.892 -6.129 -6.035 -0.024 -0.068 0.125
H -7.617 -3.847 -5.454 0.005 -0.077 0.093
H -8.119 -4.373 -3.840 0.022 -0.032 -0.104
H -5.267 -4.309 -4.938 -0.072 0.008 0.093
H -5.879 -3.401 -3.556 0.026 -0.165 -0.121
H -4.594 -5.797 -3.243 -0.180 -0.175 0.072
H -5.952 -5.350 -2.169 -0.028 -0.147 -0.096
O -7.122 -1.177 3.414 0.338 -0.091 0.131
S -6.329 -2.386 3.425 0.102 -0.128 0.199
O -5.101 -2.497 4.180 -0.263 0.389 -0.110
C -7.391 -3.755 3.849 -0.356 -0.362 0.101
C -7.944 -4.231 2.512 -0.167 -0.012 -0.123
C -6.759 -4.216 1.545 0.028 -0.245 -0.123
C -6.029 -2.885 1.735 0.152 -0.140 -0.551
H -8.166 -3.425 4.542 0.185 0.110 0.006
H -6.772 -4.525 4.316 -0.003 0.140 -0.016
H -8.389 -5.225 2.593 0.030 0.119 -0.001
H -8.717 -3.540 2.159 0.046 -0.069 0.078
H -6.083 -5.044 1.784 -0.072 0.086 -0.022
H -7.081 -4.344 0.509 0.064 0.014 0.111
H -4.955 -2.990 1.573 -0.149 0.161 0.084
H -6.430 -2.112 1.077 0.062 0.005 0.164
O 5.056 5.323 3.322 0.346 0.144 -0.150
S 5.430 6.693 3.054 0.011 0.304 0.039
O 6.686 7.042 2.426 -0.178 -0.530 0.032
C 4.101 7.476 2.157 -0.425 0.184 -0.240
C 3.188 8.027 3.243 -0.177 -0.029 0.108
C 4.115 8.644 4.291 -0.088 0.267 0.039
C 5.238 7.641 4.558 0.001 0.322 0.554
H 3.609 6.749 1.510 0.185 -0.045 0.027
H 4.532 8.282 1.558 0.037 -0.124 0.050
H 2.485 8.760 2.842 0.069 -0.104 0.024
H 2.609 7.214 3.695 0.036 0.059 -0.092
H 4.539 9.576 3.900 -0.044 -0.104 0.033
H 3.579 8.889 5.212 0.094 -0.024 -0.097
H 6.179 8.142 4.792 -0.016 -0.245 -0.082
H 4.975 6.950 5.362 0.078 -0.039 -0.176
```
Positions in Å, forces in eV/Å.

Properties
* LUMO energy: -1.8 eV

No. 2
The following is a quantum chemistry calculation of a 2-piece molecular cluster, CH2N2OS2 overall, from the Open Molecules 2025 dataset.

The geometry in XYZ format:
```
8
Properties=species:S:1:pos:R:3:forces:R:3
C 0.847 -0.201 -0.541 1.058 0.379 0.648
N -2.439 0.255 0.147 0.309 0.346 1.527
N -2.182 0.504 1.194 0.386 0.343 1.399
O -2.718 -0.004 -0.937 -0.668 -0.693 -2.900
S 1.974 0.975 -0.059 -0.229 0.970 -0.456
S 0.989 -1.745 0.091 -0.908 -2.237 0.054
H 1.458 1.959 -0.809 0.187 0.217 0.047
H 2.070 -1.743 0.914 -0.136 0.676 -0.320
```
Positions in Å, forces in eV/Å.

Properties
* LUMO energy (alpha / beta): 0.7 / -2.0 eV
* multiplicity: 3
* energy relative to the best compared isomer or geometry (same formula, charge and spin): 66.1 kcal/mol

The calculation returns the following maximum force values, one per record and in order: 0.129; 0.059 hartree/bohr.